# C4H5NO2

The molecule C4H5NO2 (ωB97M-V/def2-TZVPD, OMol25).

Multiplicity   1
Net charge   0
Energy relative to the best compared isomer or geometry (same formula, charge and spin)   221.2 kJ/mol
LUMO level   0.03701 Eh
Total energy   -360.58517 a.u.
Orbital gap   10.736 eV

XYZ file:
```
12
C4H5NO2 (ωB97M-V/def2-TZVPD)
H 0.69368 3.09478 1.13571
C -0.51413 -2.03514 -0.58156
H 1.33420 1.60270 -1.17036
H -1.36864 -1.95757 0.09489
O -0.22191 1.34438 1.66815
C 0.00453 0.18864 -0.10932
C 0.67732 1.41366 -0.34770
H -0.77833 -2.60686 -1.47136
C 0.46081 2.09602 0.79635
N -0.50230 0.11652 1.09529
O -0.11402 -0.75329 -1.04609
H 0.32879 -2.50384 -0.06400
```

# C4H11NO

A 2-piece molecular cluster, C4H11NO overall at a distorted geometry (ωB97M-V/def2-TZVPD, OMol25).

Multiplicity   1
Net charge   0
Energy relative to the best compared isomer or geometry (same formula, charge and spin)   109.0 kJ/mol
LUMO level   0.03429 Eh
Total energy   -288.97552 a.u.
Orbital gap   8.998 eV

XYZ file:
```
17
C4H11NO (ωB97M-V/def2-TZVPD)
N 1.36523 -0.92591 0.55772
H -2.36391 1.32111 0.98209
C -1.33784 1.66043 1.15954
H -0.94943 -2.57761 -1.66533
C 0.05139 1.20893 -0.98502
H 2.22272 -0.94753 1.09218
H -1.15493 1.54716 2.22708
H 0.41767 -0.02165 2.19471
H 1.55257 -0.73866 -0.41924
H -1.24632 2.69559 0.83344
H -0.41617 0.63033 -1.78212
H 0.25002 -2.17602 -0.87591
H 1.13027 1.11445 -1.12020
C 0.41335 -0.04961 1.11110
H -0.19794 2.25784 -1.09422
O -0.07467 -2.19335 -1.79246
C -0.37942 0.75982 0.40529
```

# C23H44NO3P3Pb

C23H44NO3P3Pb as an isolated structure at a distorted geometry (ωB97M-V/def2-TZVPD, OMol25).

Multiplicity   1
Net charge   +4
LUMO level (alpha / beta)   -0.56033 / -0.54067 Eh
Total energy   -2398.55734 a.u.
Orbital gap (alpha / beta)   4.234 / 4.786 eV

XYZ file:
```
75
C23H44NO3P3Pb (ωB97M-V/def2-TZVPD)
H 1.39267 -4.01096 -0.26527
P -0.79304 -0.11024 3.13092
H 2.08425 2.70523 -0.13319
C -3.30841 -1.79396 0.16468
C -1.94768 0.90950 -3.97402
O -0.13834 2.25326 0.67821
H -1.24236 4.25720 1.69249
H 4.16892 -0.30605 -1.16144
H 3.18841 -4.04775 -0.41334
O 2.45953 0.16597 1.96903
H 1.99795 5.48377 -0.17272
Pb -0.95733 -0.93539 -0.09186
C 2.52746 4.70943 0.40714
H 0.74453 -1.61838 4.24615
H -0.45675 -3.75146 -1.65163
C -2.48643 -2.66874 0.89339
C 0.47537 5.04322 2.74427
C -1.27441 -3.22628 -1.14452
C -2.10631 -2.36076 -1.87364
H -0.78652 -1.43231 5.18484
H -1.46222 3.80710 -3.50429
C 0.45278 3.34966 0.83627
C 1.01895 0.65094 -1.94246
C 2.32674 -3.46639 -0.04896
H -2.60049 2.63887 -0.62594
H -3.44743 1.20145 -1.28589
H 0.91360 1.46333 3.82505
H -3.76193 -0.96750 -1.78467
H 3.20415 4.40549 2.43432
H -4.10355 -1.24440 0.66331
H -3.12845 -0.85232 3.03038
C -0.69071 3.27732 -2.93184
C -0.15711 1.33791 4.04467
H -0.25371 5.36071 0.71344
C 1.67455 5.94352 2.47771
H 1.36298 6.78561 1.84917
H -2.62418 0.06832 -3.74062
H -1.08920 0.52728 -4.55020
H -2.47837 1.67976 -4.55697
H 3.68365 5.93857 1.70605
O 2.00180 1.19965 -2.24247
C -0.35240 -1.54434 4.17860
H -0.74171 -2.46169 3.70366
H 0.21004 3.14756 -3.54421
H 2.02290 6.35482 3.42902
H -1.95278 -2.22877 -2.94922
C -2.86323 2.10066 -1.55243
H 0.77002 4.18682 3.36708
H -0.43264 3.85674 -2.03505
H -3.47527 2.75265 -2.20101
P -1.31783 1.65081 -2.42931
C -2.59947 0.03012 3.42758
H 4.71018 -2.01585 -1.22360
H 2.40919 -3.32725 1.03993
H -0.68996 2.24039 3.70586
C 2.21444 -2.32533 -2.62170
H -2.63113 -2.78671 1.96793
C -1.46762 -3.38495 0.24290
H -0.80628 -4.03628 0.81806
H -2.96295 0.92629 2.89706
H 2.40141 -1.45645 -3.26945
H 1.20661 -2.71869 -2.83413
H -2.79709 0.13116 4.50743
H -0.29547 1.21069 5.12894
C 2.84863 5.23372 1.80575
H 4.33082 -1.23638 0.35331
C 1.54735 -0.35676 1.49551
H 2.96471 -3.10684 -2.82068
H -0.26093 5.60726 3.32921
C 4.05593 -1.30056 -0.70804
N 1.74513 3.47125 0.43233
C -3.11941 -1.63942 -1.21863
P 2.31218 -1.81970 -0.86134
C -0.21011 4.55387 1.46732
H 3.46528 4.48166 -0.11733
```

# C2H6IOP

A 2-piece molecular cluster, C2H6IOP overall at a distorted geometry (ωB97M-V/def2-TZVPD, OMol25).

Multiplicity   1
Net charge   0
Energy relative to the best compared isomer or geometry (same formula, charge and spin)   221.4 kJ/mol
LUMO level   -0.03785 Eh
Total energy   -794.03768 a.u.
Orbital gap   8.934 eV

XYZ file:
```
11
C2H6IOP (ωB97M-V/def2-TZVPD)
H 1.41077 -0.75111 -0.96427
H -0.10188 -0.02288 1.68708
P -1.00231 0.98079 -0.31161
O -1.54554 2.24564 0.01168
H -0.04578 1.00156 -2.09611
H 1.71858 -1.56230 0.36805
I -2.85065 -0.72878 -0.06662
H 0.14136 -1.57625 -0.19409
H 1.00944 1.11742 0.94557
C 0.35823 0.24652 0.69549
C 0.90776 -0.95062 -0.07518
```

# C5H6Si

The molecule C5H6Si at a distorted geometry (ωB97M-V/def2-TZVPD, OMol25).

Multiplicity   1
Net charge   0
Energy relative to the best compared isomer or geometry (same formula, charge and spin)   74.8 kJ/mol
LUMO level   -0.00545 Eh
Total energy   -483.49891 a.u.
Orbital gap   7.373 eV

XYZ file:
```
12
C5H6Si (ωB97M-V/def2-TZVPD)
H 1.80836 0.21413 -1.70004
C 1.24204 0.44235 0.31837
C 0.95393 0.21244 -1.02656
C -0.27586 0.01360 -1.56656
H 2.19732 0.80068 0.55924
H -2.86090 0.24168 -0.74749
C 0.31746 0.18081 1.41516
C -0.77019 -0.58487 1.26622
H 0.69833 0.39514 2.39465
H -0.39003 -0.55019 -2.50491
H -1.35265 -1.11200 1.97497
Si -1.56782 -0.25376 -0.38304
```

# C13H18AsBrCoN2O4

C13H18AsBrCoN2O4 as an isolated structure (ωB97M-V/def2-TZVPD, OMol25).

Multiplicity   1
Net charge   +1
LUMO level (alpha / beta)   -0.17426 / -0.16841 Eh
Total energy   -7108.97925 a.u.
Orbital gap (alpha / beta)   6.858 / 7.018 eV

XYZ file:
```
40
C13H18AsBrCoN2O4 (ωB97M-V/def2-TZVPD)
C -2.78426 1.09522 0.25966
C 1.41793 1.62505 2.31650
C -1.25441 -0.14880 -4.96505
As -0.24109 -0.20768 -3.34634
C 3.09644 0.17604 1.35687
C 3.65168 1.58822 3.22258
H 0.02665 2.24563 -3.19129
H 0.41522 2.02760 2.32060
C -3.37989 -2.51665 2.82682
C 0.82420 0.15866 0.37333
O -0.43115 0.32757 0.72793
H 1.39714 1.50598 -4.05264
H -4.39499 -2.17073 3.03090
H 5.02876 0.25199 2.28095
H -3.43225 -3.37471 2.16429
Br 1.85119 3.38631 4.49565
H -1.97497 0.66387 -4.89750
H -0.58862 0.01855 -5.81056
Co -1.77926 -0.30345 -0.34201
C 2.35402 2.07993 3.22856
H 1.32014 1.41560 -2.26946
H -1.77970 -1.09325 -5.09054
O -2.52406 -1.46269 0.88976
O 1.15389 -0.39996 -0.65935
N -2.13231 -0.43352 2.86576
C -2.63285 -1.41445 2.15265
H 0.24807 -2.62249 -3.58586
H -2.91487 -2.79456 3.77052
N -3.41899 1.97778 0.63893
C 1.79590 0.66747 1.38145
H -2.25112 -0.42283 3.86512
C 0.74034 1.42311 -3.18688
H 1.61464 -1.63432 -4.15507
C 0.87238 -1.75818 -3.36638
O -1.40298 -0.35224 -2.11459
H 4.36956 1.95295 3.94402
H 3.37342 -0.56051 0.61561
H 1.35478 -1.85880 -2.40073
C 4.01734 0.63469 2.28436
H -1.60590 0.30761 2.42144
```

# C4H14N2P

A 2-piece molecular cluster, C4H14N2P overall at a distorted geometry (ωB97M-V/def2-TZVPD, OMol25).

Multiplicity   1
Net charge   +1
Energy relative to the best compared isomer or geometry (same formula, charge and spin)   428.6 kJ/mol
LUMO level   -0.11306 Eh
Total energy   -611.27818 a.u.
Orbital gap   9.207 eV

XYZ file:
```
21
C4H14N2P (ωB97M-V/def2-TZVPD)
N 1.97813 -0.19747 0.84195
C 0.71096 -0.08394 0.55210
C 1.02097 -1.96432 -1.67809
H -1.61279 1.16563 -1.27073
H 0.67631 -2.92019 -2.17834
H -2.15004 1.06077 1.65567
H 2.52834 0.62350 1.32180
H 0.91972 1.42407 -0.81207
N -1.19610 1.00664 -0.28735
H 0.43551 -2.68238 0.61504
P -0.08474 -1.63700 -0.23458
C -2.16313 1.60588 0.68791
H 0.77797 -1.11857 -2.44293
H 0.32530 2.01521 0.92950
C 0.25003 1.24581 0.04372
H -2.03684 2.73571 0.81191
H -0.21818 -0.43888 1.89806
H 2.25658 -1.19542 1.18132
H 2.03105 -1.96647 -1.44032
H -1.34702 -0.16136 -0.35593
H -3.10204 1.48277 0.16136
```

# C2H5O4S

A 2-piece molecular cluster, C2H5O4S overall (ωB97M-V/def2-TZVPD, OMol25).

Multiplicity   1
Net charge   -1
Energy relative to the best compared isomer or geometry (same formula, charge and spin)   68.4 kJ/mol
LUMO level   0.14572 Eh
Total energy   -778.40762 a.u.
Orbital gap   7.701 eV

XYZ file:
```
12
C2H5O4S (ωB97M-V/def2-TZVPD)
C 0.12744 1.36213 0.30898
S -0.62792 -0.68840 -1.48790
H 0.98086 -1.55667 0.21550
H -0.09706 2.01746 1.15077
H 1.13881 0.96851 0.39827
C -0.80550 0.19581 0.21545
O -0.82561 0.49181 -2.37240
O 0.90712 -1.73817 1.18866
O -1.64915 -0.09367 1.03631
H 0.05810 1.89487 -0.63886
O 0.82679 -1.08840 -1.38076
H -0.03388 -1.76528 1.36598
```

# C9H10P2

The molecule C9H10P2 at a distorted geometry (ωB97M-V/def2-TZVPD, OMol25).

Multiplicity   1
Net charge   0
Energy relative to the best compared isomer or geometry (same formula, charge and spin)   0.0 kJ/mol
LUMO level   0.00254 Eh
Total energy   -1031.51313 a.u.
Orbital gap   7.655 eV

XYZ file:
```
21
C9H10P2 (ωB97M-V/def2-TZVPD)
C -1.37178 1.47139 -0.50736
C -0.35933 -1.63336 0.67011
H 3.19134 0.20837 0.87185
P -3.06479 1.09682 0.04107
H -3.07186 -0.96002 1.44728
H 1.49389 2.73120 -0.60033
C 0.82266 -1.74815 -0.11669
C 1.58665 -0.68058 -0.50968
C -2.42923 -0.07004 1.35979
H -2.25621 0.49365 2.26755
P 2.32525 1.16079 1.21571
C 1.96722 1.70805 -0.60656
H -0.66093 -2.60063 1.16069
H -3.13645 -0.13208 -0.75309
H 2.72119 1.41447 -1.48187
H -1.12477 2.50429 -0.92754
H 2.52023 -0.92622 -1.12105
C -0.97573 -0.43043 0.77976
H 1.40947 -2.67499 -0.18918
C 1.05752 0.68122 -0.16149
C -0.44553 0.69889 0.02740
```

# C26H49Cl2IN2O7P

An isolated ion of composition C26H49Cl2IN2O7P and charge +1 at a distorted geometry (ωB97M-V/def2-TZVPD, OMol25).

Multiplicity   1
Net charge   +1
LUMO level   -0.09957 Eh
Total energy   -3215.43492 a.u.
Orbital gap   9.035 eV

XYZ file:
```
88
C26H49Cl2IN2O7P (ωB97M-V/def2-TZVPD)
N -0.91877 -1.40646 0.66386
H 0.72921 -0.02360 -1.45712
H -1.44509 4.34781 0.58040
H 4.67115 -3.77659 -1.39266
C 0.00047 2.68982 -1.32231
H 1.02379 -2.21786 1.15535
H -3.48730 -2.43440 -2.30422
H 0.12528 3.53116 2.78432
H 1.89192 -0.90901 -3.85590
H 2.46971 -3.21608 -0.99942
H -4.02243 0.56822 -2.11335
C -3.29141 -0.23477 -2.10989
C 0.41665 -0.69347 -2.25835
H 1.74408 -2.40497 -2.82836
C 4.49609 1.43821 -1.70646
H -4.60364 -1.50834 -3.28779
H -4.58652 1.36747 0.42497
N -0.06329 2.22003 0.04825
H 6.12176 1.73132 -0.37918
O -1.67508 0.91259 -0.80370
H 2.22044 -2.32715 2.83235
C -3.07033 2.87410 0.95544
C -5.23070 -1.66632 -1.26510
H 0.09839 -3.23024 0.08458
O 4.38869 -1.24016 -2.57286
H 0.43191 4.70173 1.42005
H 4.76630 0.89081 0.39435
H -0.90371 3.18153 -1.68769
H -2.70239 4.24172 -0.66628
H -2.57900 -0.18493 -2.93633
H 5.30309 -2.62223 -0.16412
H 2.76559 -3.00150 0.72099
Cl -4.78794 -2.78585 0.08775
C -2.50658 4.20519 0.41058
C 0.10275 -0.03110 2.54305
C 4.55617 -3.38142 -0.38631
H 2.99307 -1.32982 4.02243
H -2.24033 -2.31652 -0.64323
C -1.02273 1.20084 0.44421
C -2.48531 -0.25238 -0.79594
H 5.88479 0.04909 -0.73715
H -5.07105 3.04900 0.17111
O 3.18847 0.83265 -1.80633
O 3.13673 -1.31631 -0.35853
O -1.99520 -1.71460 1.54281
H 5.06684 1.34268 -2.63107
H -1.47142 2.31035 2.21354
I 2.36431 1.38793 4.15394
H 0.68226 -0.08508 0.52301
H -2.37377 -0.88756 1.89256
H 2.24718 -0.10493 1.90271
P 3.18888 -0.76047 -1.89218
C -1.55245 -1.46737 -0.69271
C 1.73617 -1.31690 -2.86012
C -0.65610 -1.73986 -1.89184
H -3.06062 5.03603 0.84844
C -0.28470 -0.09184 1.03867
H -1.31678 -1.83058 -2.75577
H -3.91061 2.37443 -0.94895
H 0.01491 -0.05926 -3.05046
H -0.16935 -2.71962 -1.85945
C 3.15042 -2.75441 -0.27406
C -2.05674 1.81221 1.43624
H -0.35081 -0.83157 3.13307
H 1.74243 4.03885 2.36865
H -3.58625 3.17119 1.87836
O 2.03712 2.22106 0.84033
H 1.33975 -1.80481 4.29689
H 4.62684 -4.20408 0.32652
H -5.56303 -0.71237 -0.85756
H -6.09078 -2.13522 -1.73853
C 0.01751 -2.56324 0.94374
O -0.27756 -3.40912 3.17465
C -4.23769 2.34739 0.09270
C -0.51345 -3.49603 2.05578
H -3.22856 -0.19854 0.00697
C -4.11104 -1.53896 -2.31362
H 0.76776 3.47043 -1.36134
C 1.65226 -0.17773 2.81516
C 5.34649 0.97259 -0.52610
H 0.28909 1.96422 -2.08361
H -0.17534 0.89868 3.03444
C 2.03896 -1.49491 3.52046
H 4.34305 2.51145 -1.57853
H -2.64326 1.05975 1.99562
C 0.77027 3.80442 1.94714
Cl -1.57976 -4.81768 1.49365
C 0.94988 2.67131 0.93434
```